A structure of composition C21H28IrN6O7S, computed with ωB97M-V/def2-TZVPD.

Values from the calculation:
- 2S+1 = 5
- electronic energy (eV) = -59145.040
- total charge = +3
- relative energy (zero: lowest compared OMol25 entry of this formula, charge and spin) (eV) = 0.000
- orbital gap (alpha / beta) (eV) = 8.0 / 4.3

XYZ file:
```
64
Properties=species:S:1:pos:R:3:forces:R:3:lowdin_spin:R:1
Ir 0.0675 -0.2931 1.8320 0.006 0.092 0.091 0.885
O -0.4485 1.8569 1.5745 -0.003 0.045 -0.049 0.369
C -0.5348 2.7861 2.4305 -0.022 -0.092 0.065 0.125
C -0.8452 4.1023 1.9371 -0.026 0.138 0.068 0.137
C -0.9377 5.1708 2.7768 -0.005 -0.064 -0.147 0.001
C -0.7350 4.9822 4.1539 0.026 -0.087 0.119 0.236
C -0.4486 3.7162 4.6747 -0.016 -0.013 -0.121 0.007
C -0.3442 2.6012 3.8647 0.055 0.007 0.058 0.135
C -0.0551 1.2927 4.4491 -0.108 0.175 -0.159 -0.008
N 0.0665 0.1141 3.8292 0.041 0.041 0.348 0.037
C 0.3299 -0.8343 4.7926 -0.016 0.030 -0.003 0.034
C 0.3593 -0.2270 6.0084 0.010 -0.035 0.004 0.031
N 0.1169 1.0946 5.7745 -0.002 -0.141 -0.145 0.018
H -0.9935 4.1936 0.8700 -0.002 0.011 -0.012 0.004
H -1.1648 6.1578 2.3987 -0.003 -0.003 -0.028 -0.003
H -0.8045 5.8237 4.8297 -0.002 0.009 0.003 0.010
H -0.3143 3.6474 5.7448 0.007 -0.014 0.015 -0.003
H 0.4812 -1.8699 4.5441 0.012 -0.019 0.018 0.006
H 0.5327 -0.6136 6.9972 0.003 -0.033 0.003 0.001
H 0.0764 1.8000 6.4919 0.000 0.022 0.015 0.000
C -4.1225 -1.5094 2.5403 -0.004 -0.033 0.037 0.001
C -4.2110 -0.8722 1.1379 -0.029 0.064 -0.019 0.001
C -2.9469 -0.0488 1.0143 0.167 -0.028 -0.043 0.003
O -1.9723 -0.7921 1.8228 -0.133 0.014 -0.007 0.046
C -2.7034 -1.2272 3.0224 0.179 -0.042 -0.005 0.004
H -4.3142 -2.5786 2.4904 -0.005 0.022 0.021 0.000
H -4.8455 -1.0741 3.2264 0.009 -0.016 0.002 0.000
H -5.0944 -0.2463 1.0301 0.008 -0.018 -0.033 0.000
H -4.2463 -1.6391 0.3660 0.016 0.015 0.002 0.000
H -3.0374 0.9511 1.4422 -0.046 -0.003 -0.007 0.000
H -2.5330 0.0163 0.0105 -0.042 0.037 0.005 0.000
H -2.6557 -0.4147 3.7489 -0.029 -0.019 0.009 0.000
H -2.1736 -2.0984 3.4022 -0.035 0.032 0.031 0.002
O 2.8046 0.2632 2.5418 0.103 -0.004 0.197 0.376
N 1.9497 -0.0137 1.8326 -0.088 -0.041 -0.270 0.494
C 4.4108 -0.5195 -6.5517 -0.058 -0.046 0.023 0.062
C 3.0295 -0.7523 -7.0147 0.147 0.219 -0.179 0.247
S 2.1441 -2.2019 -5.8471 -0.119 -0.175 0.124 0.120
O 0.8126 -2.1673 -6.3596 -0.023 0.016 -0.048 0.220
O 3.0808 -3.2650 -5.9945 0.032 -0.069 0.011 0.202
C 2.1677 -1.6828 -4.0915 -0.040 -0.128 -0.177 0.073
C 0.9312 -0.8756 -3.6990 -0.168 0.086 0.020 0.004
N 0.5157 -1.1713 -2.3231 -0.124 0.054 0.131 0.006
C 0.6817 -0.3586 -1.2495 0.046 0.077 -0.043 0.004
N 0.0888 -0.8834 -0.1796 -0.010 -0.146 -0.115 0.022
C -0.4976 -2.0633 -0.5673 -0.053 0.024 -0.121 0.013
C -0.2538 -2.2377 -1.8858 0.089 -0.135 0.151 0.001
N -0.6920 -3.3451 -2.7052 -0.311 0.163 -0.057 0.000
O -1.5054 -4.0792 -2.2094 0.210 0.008 -0.034 0.000
O -0.2333 -3.4164 -3.8352 0.166 -0.027 0.090 0.003
C 1.3763 0.9523 -1.2892 0.027 0.027 0.016 0.004
H 4.8506 0.0713 -7.3769 0.017 0.036 0.030 0.035
H 5.0072 -1.4292 -6.4901 0.007 0.015 -0.030 0.006
H 4.4820 0.0789 -5.6465 0.035 0.004 -0.008 0.001
H 2.9092 -1.3072 -7.9451 -0.037 -0.062 0.032 0.005
H 2.2867 0.0333 -6.8911 -0.003 0.016 0.024 0.011
H 3.1305 -1.1976 -3.9371 -0.003 0.005 0.022 0.000
H 2.1727 -2.6686 -3.6260 0.058 -0.012 0.088 0.002
H 0.0981 -1.1196 -4.3552 0.062 0.046 0.015 0.001
H 1.1196 0.1932 -3.7626 0.013 -0.017 0.011 0.000
H -1.0534 -2.6948 0.1034 0.000 -0.036 -0.017 0.003
H 0.9729 1.5814 -2.0835 0.018 0.015 0.004 0.000
H 2.4504 0.8377 -1.4423 0.001 -0.003 -0.012 0.001
H 1.2139 1.4706 -0.3477 -0.007 -0.003 -0.014 0.001
```
Forces are in eV/Å.